Entry 1:
Formula: C3H7PS
Source: OMol25
Level of theory: ωB97M-V with the def2-TZVPD basis set

Properties
LUMO energy, eV: -0.1
Electronic energy, a.u.: -857.8971
Frontier orbital gap, Ha: 0.269
Total charge: 0
HOMO level, eV: -7.42

```
12
Properties=species:S:1:pos:R:3:forces:R:3:mulliken_charge:R:1
C 2.4022 0.6501 1.1201 1.4 1.3 -1.1 -0.41
C -1.4257 0.4168 -0.4404 -2.8 1.4 1.6 -0.72
C 0.3015 -1.6399 -0.2110 1.7 2.1 -0.3 -0.91
P 2.4041 0.0247 -0.4413 -1.6 -1.2 1.4 0.04
S -0.8927 -0.8190 0.7516 -0.1 -0.3 0.2 -0.01
H 3.3891 1.2850 1.2814 -2.2 -1.2 0.1 0.24
H 1.5786 0.7402 1.8627 0.7 -0.4 -0.5 0.23
H -0.4881 0.7753 -0.8189 -0.1 0.1 -1.4 0.19
H -1.9369 1.3195 0.0625 1.3 -1.2 0.1 0.28
H -2.3770 0.1280 -0.9712 1.8 -0.3 -0.7 0.31
H 0.9562 -2.2689 0.3681 -0.2 -0.4 0.0 0.42
H 0.0617 -1.9346 -1.2361 0.1 0.1 0.4 0.34
```
Positions in Å, forces in eV/Å.

***

Entry 2:
Formula: C3H7PS2
Source: OMol25
Level of theory: ωB97M-V with the def2-TZVPD basis set

Properties
SMILES string: CPC(=S)CS
LUMO energy, eV: -0.8
Electronic energy, a.u.: -1256.1596
Frontier orbital gap, Ha: 0.281
Total charge: 0
HOMO level, eV: -8.48

```
13
Properties=species:S:1:pos:R:3:forces:R:3:mulliken_charge:R:1
C -0.6072 1.8026 0.5295 1.9 0.7 3.9 -0.82
P 0.9919 1.0290 1.3972 -2.6 -1.0 -0.8 0.05
C 1.4830 -0.0942 0.0197 1.0 0.9 1.6 0.22
S 3.0889 -0.2176 -0.3091 -0.9 -0.2 -0.3 -0.20
C 0.4428 -1.0622 -0.4247 -0.4 -2.2 -0.8 -0.78
S 0.2222 -2.5991 0.7790 -0.1 1.5 -0.5 -0.18
H -1.0593 0.9433 0.1611 -1.0 -0.9 -1.1 0.22
H -0.3220 2.6020 -0.0826 0.2 0.6 -1.6 0.32
H -1.2250 2.2574 1.3310 0.2 -0.5 -0.4 0.31
H 1.9462 2.0037 1.4531 0.7 0.8 -0.6 0.04
H 0.8564 -1.5480 -1.3220 -0.4 0.2 0.2 0.38
H -0.6008 -0.7064 -0.6628 1.3 -0.2 0.5 0.29
H 0.9401 -3.5319 0.1321 0.1 0.4 -0.2 0.15
```
Positions in Å, forces in eV/Å.

***

Entry 3:
Formula: C3H8
Source: OMol25
Level of theory: ωB97M-V with the def2-TZVPD basis set

Properties
SMILES string: CCC
LUMO energy, eV: 1.3
Electronic energy, a.u.: -119.0712
Frontier orbital gap, Ha: 0.463
Total charge: 0
HOMO level, eV: -11.33

```
11
Properties=species:S:1:pos:R:3:forces:R:3:mulliken_charge:R:1
C 1.3042 -0.2041 0.0033 -0.8 0.3 -0.6 -1.13
C -0.0393 0.6486 -0.0047 0.0 -3.1 3.0 -0.29
C -1.3272 -0.2314 -0.0048 -0.2 -1.4 -0.5 -0.85
H 1.5254 -0.7678 -0.9313 -0.7 0.3 0.4 0.31
H 2.1233 0.4755 0.0724 0.7 0.7 0.2 0.35
H 1.4485 -0.9050 0.8178 -0.5 -0.1 0.3 0.32
H -0.1601 1.2076 0.9520 0.7 0.2 -0.9 0.23
H -0.0012 1.2559 -0.8312 -0.1 1.7 -1.8 0.34
H -2.2029 0.3219 -0.5388 1.3 -1.1 1.4 0.26
H -1.5676 -0.6123 1.0858 0.2 1.0 -2.3 0.25
H -1.1031 -1.1889 -0.6205 -0.6 1.5 0.9 0.23
```
Positions in Å, forces in eV/Å.

***

Entry 4:
Formula: C3H8B
Source: OMol25
Level of theory: ωB97M-V with the def2-TZVPD basis set

Properties
LUMO energy, eV: 4.3
Electronic energy, a.u.: -143.8978
Frontier orbital gap, Ha: 0.291
Total charge: -1
HOMO level, eV: -3.65

```
12
Properties=species:S:1:pos:R:3:forces:R:3:mulliken_charge:R:1
B 1.5036 0.4363 0.0072 0.4 -0.1 0.2 -0.13
C 0.3679 -0.7821 -0.0030 -0.5 -0.9 -0.5 -0.81
C -0.9701 -0.3308 0.4527 -0.1 0.0 -0.2 -0.13
C -1.7928 0.4530 -0.2760 -0.3 -0.4 0.0 -0.68
H 1.1789 1.3611 -0.7309 -0.1 0.0 0.0 -0.15
H 1.7171 0.8385 1.1565 -0.1 0.1 0.0 -0.16
H 2.5609 -0.0691 -0.3988 0.0 0.0 0.0 -0.18
H 0.2822 -1.1502 -1.0391 0.1 0.1 0.0 0.22
H 0.7413 -1.6255 0.5916 -0.1 0.0 0.1 0.23
H -1.3339 -0.6779 1.4230 0.7 1.1 0.7 0.31
H -2.3458 1.2807 0.1577 -0.9 -0.7 0.2 0.23
H -1.9093 0.2659 -1.3410 0.9 0.9 -0.3 0.24
```
Positions in Å, forces in eV/Å.

***

Entry 5:
Formula: C3H8BIN2O2SSi
Source: OMol25
Level of theory: ωB97M-V with the def2-TZVPD basis set

Properties
LUMO energy, eV: 0.0
Electronic energy, a.u.: -1389.4217
Frontier orbital gap, Ha: 0.338
Total charge: 0
HOMO level, eV: -9.18

```
19
Properties=species:S:1:pos:R:3:forces:R:3:mulliken_charge:R:1
C -2.3344 -0.8364 1.0556 0.1 -0.9 -1.1 -0.62
O -1.2860 -0.9768 2.0124 -0.1 0.5 0.1 -0.41
C -0.2693 0.0166 1.8611 0.0 0.0 -0.1 -0.52
Si 0.8893 -0.2890 0.3423 -0.6 0.1 1.1 0.14
I 3.2480 -0.3942 1.0453 -0.3 -0.2 0.0 -0.14
N 0.3276 -1.8071 -0.4404 0.3 1.9 0.6 -0.23
C 1.0527 -2.0148 -1.3745 0.6 -3.2 -1.4 0.27
S 1.9182 -2.7750 -2.4793 -0.4 1.2 0.4 -0.28
B 0.7076 1.3212 -0.8154 -0.1 0.9 -1.3 0.56
N 1.8561 2.0205 -1.3775 -1.8 -0.5 -0.1 -0.52
O -0.6101 1.8088 -1.0490 0.9 -0.3 -0.1 -0.59
H -2.2379 0.0892 0.4442 -0.2 -0.3 0.6 0.22
H -2.2468 -1.6860 0.3320 -0.1 0.6 0.4 0.26
H -3.3456 -0.9155 1.5015 0.7 0.3 0.1 0.28
H 0.3853 0.0385 2.7620 -0.7 0.0 -0.4 0.32
H -0.7832 0.9999 1.7162 0.7 -0.4 0.2 0.42
H 2.3012 1.3700 -2.0303 0.6 0.4 0.5 0.27
H 1.5182 2.8414 -1.8854 0.3 -0.2 -0.1 0.26
H -1.0911 1.1886 -1.6208 0.0 0.2 0.5 0.30
```
Positions in Å, forces in eV/Å.

***

Entry 6:
Formula: C3H8BrINS
Source: OMol25
Level of theory: ωB97M-V with the def2-TZVPD basis set

Properties
LUMO energy, eV: -4.9
Electronic energy, a.u.: -3443.4286
Frontier orbital gap, Ha: 0.295
Total charge: +1
HOMO level, eV: -12.96

```
15
Properties=species:S:1:pos:R:3:forces:R:3:mulliken_charge:R:1
C 1.9941 -0.9765 1.1336 0.9 1.4 1.9 -1.17
C 0.6608 -0.2990 0.7245 -1.3 -0.3 1.2 -0.24
C -3.5384 0.4779 -0.6307 -0.1 -0.9 -0.9 0.16
N -2.7233 1.2353 -0.0355 1.9 1.0 3.2 -0.06
S -0.1851 -1.2613 -0.5923 -0.3 1.7 -0.4 -0.11
Br -5.0329 -0.1867 0.2799 0.5 0.4 -0.8 0.04
I 0.6967 1.7477 0.0496 0.2 0.0 -0.1 0.16
H 2.6507 -0.3852 1.9718 -2.0 -1.2 -1.9 0.33
H 1.7101 -1.9892 1.6466 0.9 1.6 -1.5 0.38
H 2.6581 -0.9043 0.2265 -0.6 -1.1 0.9 0.37
H -0.1312 -0.1788 1.5271 1.5 -0.4 -0.5 0.44
H -3.2987 0.1688 -1.6675 -0.5 -0.1 0.7 0.40
H -3.0166 1.4660 0.9627 0.6 -0.2 -1.5 0.29
H -1.5683 1.4179 -0.1360 -2.4 -0.1 -0.7 -0.09
H 0.3887 -2.3343 -0.2037 0.6 -1.9 0.3 0.11
```
Positions in Å, forces in eV/Å.

***

Entry 7:
Formula: C3H8BrN2O
Source: OMol25
Level of theory: ωB97M-V with the def2-TZVPD basis set

Properties
SMILES string: C[C@H](O)C(=[NH2+])NBr
LUMO energy, eV: -4.6
Electronic energy, a.u.: -2877.5717
Frontier orbital gap, Ha: 0.371
Total charge: +1
HOMO level, eV: -14.72

```
15
Properties=species:S:1:pos:R:3:forces:R:3:mulliken_charge:R:1
C 1.6550 0.2155 -0.5603 -1.2 -1.0 0.5 -1.23
C 0.6670 -0.4461 0.4526 -1.5 1.3 -0.9 -0.01
O 0.5551 -1.8367 0.3858 0.2 0.4 -0.7 -0.56
C -0.7317 0.2050 0.3099 -3.3 -2.8 -2.9 0.66
N -0.7646 1.5193 0.4091 -1.9 -2.9 -1.0 -0.30
N -1.8225 -0.6023 -0.1861 2.7 4.6 1.8 -0.39
Br -3.5766 0.1071 -0.3896 1.5 -0.6 0.2 0.09
H 2.4144 -0.5091 -0.4257 1.7 -0.1 -0.3 0.39
H 1.2509 0.1149 -1.5318 -0.4 -0.2 -1.3 0.38
H 1.9629 1.2567 -0.4711 0.0 -0.2 0.7 0.40
H 1.0343 -0.1250 1.3929 0.2 -0.3 1.5 0.39
H 0.6244 -2.0905 -0.5523 0.2 -0.1 0.4 0.38
H -0.0072 1.7171 0.9413 2.7 2.3 1.8 0.24
H -1.5978 2.0544 0.4519 -0.8 0.5 0.0 0.23
H -1.6636 -1.5802 -0.2267 -0.1 -1.0 0.1 0.32
```
Positions in Å, forces in eV/Å.

***

Entry 8:
Formula: C3H8CdO3
Source: OMol25
Level of theory: ωB97M-V with the def2-TZVPD basis set

Properties
LUMO energy, eV: 0.1
Electronic energy, a.u.: -512.4412
Frontier orbital gap, Ha: 0.347
Total charge: 0
HOMO level, eV: -9.35

```
15
Properties=species:S:1:pos:R:3:forces:R:3:mulliken_charge:R:1
C 0.0597 -0.3139 -2.9244 -0.2 0.1 -0.4 -0.62
O 0.3669 -0.5857 -1.5961 1.1 1.3 -2.8 -0.69
H 0.6585 0.5487 -3.2712 -0.2 -0.2 0.1 0.20
H 0.2980 -1.1567 -3.6014 -0.1 0.2 0.2 0.23
H -1.0061 -0.0464 -3.0675 0.3 -0.1 -0.1 0.24
C -0.0305 1.3995 1.0334 0.7 1.1 -2.9 -0.46
O -0.6211 0.1355 1.2788 0.1 1.7 1.0 -0.50
C -0.0197 -0.7518 2.2640 -0.1 0.0 1.2 0.20
O 0.0250 -1.9705 1.6778 0.3 -0.9 2.4 -0.89
Cd -0.3909 -1.4316 -0.1259 -0.9 -2.3 -1.5 1.05
H 0.3586 1.5248 -0.1191 -0.9 -0.8 2.6 0.16
H -0.8401 2.1438 1.0936 0.6 0.0 0.5 0.23
H 0.8608 1.5700 1.6580 -0.7 0.1 0.0 0.30
H -0.6994 -0.6989 3.1391 0.3 -0.2 -0.2 0.24
H 0.9801 -0.3667 2.5609 -0.3 0.0 -0.3 0.31
```
Positions in Å, forces in eV/Å.

***

Entry 9:
Formula: C3H8Cl2N
Source: OMol25
Level of theory: ωB97M-V with the def2-TZVPD basis set

Properties
LUMO energy (spin up / spin down), eV: -4.7 / -5.2
Electronic energy, a.u.: -1093.8551
Frontier orbital gap (spin up / spin down), Ha: 0.354 / 0.278
Total charge: +1
HOMO level (spin up / spin down), eV: -14.34 / -12.81

```
14
Properties=species:S:1:pos:R:3:forces:R:3:mulliken_charge:R:1
C 1.5066 0.7904 -1.5184 -2.4 0.4 0.7 -1.11
C -0.9081 0.0748 0.9751 -1.1 1.9 0.0 -0.61
C 1.5785 0.0512 -0.2172 0.0 0.6 0.9 0.43
N -1.1195 -1.3387 0.8051 -1.4 -0.8 0.5 -0.10
Cl 2.6051 0.8877 0.8964 -0.5 -0.3 0.1 -0.09
Cl 1.8189 -1.7099 -0.0928 -0.4 1.1 -0.6 -0.18
H 1.2280 1.8764 -1.4430 0.0 -1.2 0.5 0.33
H 2.4462 0.8057 -1.9193 2.8 -0.1 -1.1 0.42
H 0.8650 0.3296 -2.2461 -0.5 -0.3 -0.2 0.30
H -0.4490 0.3686 1.8978 0.6 -0.3 0.3 0.34
H -1.8386 0.6903 0.8086 1.3 -0.7 -0.4 0.33
H -1.9150 -1.5515 0.1644 0.9 0.1 0.4 0.39
H -1.2760 -1.8757 1.6772 -0.2 0.4 -0.2 0.39
H -0.2413 -1.6944 0.4588 0.8 -0.9 -0.8 0.14
```
Positions in Å, forces in eV/Å.